C39H37F4KN7O2S2 as an isolated structure, computed with ωB97M-V with the def2-TZVPD basis set.

Gap between HOMO and LUMO ... 3.0 eV
Energy ... -104434.618 eV
Charge ... -1
E_HOMO ... -0.06700 Eh
Lowest unoccupied orbital energy ... 1.19 eV
Relative energy (zero: lowest compared OMol25 entry of this formula, charge and spin) ... 286.46 kJ/mol

Structure (XYZ):
```
92
C39H37F4KN7O2S2 (ωB97M-V with the def2-TZVPD basis set)
K -0.690 -0.287 -0.246
C -3.577 2.678 -2.622
C -4.368 1.904 -1.568
N -3.560 0.894 -0.892
C -3.952 -0.471 -1.219
C -3.496 -0.878 -2.617
C -3.397 1.139 0.534
C -2.529 2.365 0.808
N -1.157 2.065 0.469
C -0.301 3.043 0.288
C 1.021 2.728 -0.169
F 1.350 1.409 -0.279
C 1.957 3.664 -0.505
F 3.163 3.245 -0.953
C 1.726 5.027 -0.392
C 0.493 5.378 0.129
F 0.225 6.689 0.319
C -0.465 4.459 0.479
F -1.588 4.950 1.076
H -4.199 3.440 -3.099
H -3.204 1.996 -3.389
H -2.717 3.162 -2.155
H -5.237 1.427 -2.038
H -4.761 2.614 -0.833
H -5.045 -0.607 -1.147
H -3.492 -1.150 -0.498
H -3.989 -0.283 -3.392
H -3.730 -1.930 -2.791
H -2.417 -0.753 -2.701
H -2.888 0.282 0.979
H -4.366 1.264 1.047
H -2.641 2.632 1.869
H -2.916 3.208 0.223
H 2.462 5.762 -0.677
S 3.902 -3.190 -6.407
N 3.891 -3.650 -4.845
C 3.079 -2.824 -4.215
C 2.776 -2.857 -2.805
C 3.337 -3.796 -1.938
C 2.988 -3.770 -0.610
C 2.092 -2.786 -0.186
N 1.565 -1.879 -0.980
C 1.880 -1.903 -2.282
C 1.262 -0.910 -3.162
N 0.390 -0.053 -2.619
C -0.178 0.859 -3.378
C 0.064 0.979 -4.750
C 0.940 0.096 -5.332
C 1.565 -0.869 -4.537
C 2.493 -1.836 -5.066
N 2.875 -1.929 -6.325
H 4.030 -4.525 -2.338
H 3.388 -4.493 0.088
H 1.782 -2.744 0.853
H -0.863 1.533 -2.870
H -0.431 1.743 -5.332
H 1.164 0.122 -6.391
N -2.553 -4.495 -0.534
C -1.956 -3.427 0.144
O -1.501 -2.458 -0.512
C -1.884 -3.572 1.621
C -3.220 -2.926 1.855
H -2.933 -4.241 -1.433
H -3.156 -5.084 0.012
H -1.070 -2.977 2.038
H -1.811 -4.619 1.946
H -3.274 -1.868 2.066
H -4.139 -3.493 1.787
O -0.520 -0.491 2.752
S 0.904 -0.526 2.374
C 1.796 -1.261 3.779
C 3.028 -1.864 3.584
C 3.703 -2.404 4.671
C 3.135 -2.349 5.935
C 1.890 -1.759 6.116
C 1.215 -1.217 5.034
C 1.563 1.131 2.676
C 0.716 2.086 3.203
C 1.194 3.371 3.421
C 2.508 3.686 3.106
C 3.349 2.716 2.574
C 2.877 1.433 2.352
H 3.462 -1.908 2.591
H 4.665 -2.880 4.526
H 3.659 -2.775 6.782
H 1.439 -1.725 7.099
H 0.235 -0.767 5.142
H -0.313 1.816 3.408
H 0.527 4.128 3.814
H 2.870 4.696 3.246
H 4.370 2.962 2.311
H 3.518 0.680 1.908
```